ORCA calculation (ωB97M-V with the def2-TZVPD basis set) on 7 unconnected molecules or ions with the total composition ClH12O6 in a non-equilibrium geometry.

Structure (ORCA input):
```
! wB97M-V def2-TZVPD RIJCOSX def2/J DEFGRID3
* xyz -1 1
Cl 13.7860 -15.7353 -3.6053
O 16.3325 -13.8284 -4.8260
H 15.5414 -14.3385 -4.6523
H 16.4259 -13.8472 -5.7785
O 11.5669 -14.5921 -1.5904
H 12.4132 -14.9126 -1.9022
H 10.9399 -15.2592 -1.8700
O 14.6209 -18.6548 -2.6647
H 14.1319 -17.8686 -2.9072
H 15.4103 -18.6227 -3.2052
O 15.4192 -13.2138 -2.3712
H 14.6448 -13.7688 -2.4633
H 15.1337 -12.4949 -1.8074
O 12.4224 -15.4970 -6.6996
H 12.6820 -15.4635 -5.7789
H 13.2314 -15.3300 -7.1833
O 14.9872 -17.6236 -6.2682
H 14.2284 -17.2184 -5.8483
H 15.0827 -18.4680 -5.8278
*
```

**ΔE to the lowest compared entry with this formula, charge and spin**: 0.555 eV
**HOMO-LUMO gap**: 9.66 eV
**HOMO energy**: -6.11 eV
**Molar mass**: 143.5 u

***

ORCA calculation (ωB97M-V with the def2-TZVPD basis set) on a single C3H7F2NO3S molecule in a non-equilibrium geometry.

Structure (ORCA input):
```
! wB97M-V def2-TZVPD RIJCOSX def2/J DEFGRID3
* xyz 0 1
O 2.1865 -1.1559 -1.7452
S 2.4201 -0.8939 -0.3055
O 3.3733 0.2189 -0.0533
F 3.0263 -2.2533 0.3558
N 0.9267 -0.4886 0.4658
F 1.0855 -0.3576 1.8204
C 0.4524 0.7827 -0.1267
C -1.0481 1.1104 0.2132
C -2.0667 0.0079 -0.1977
O -1.8472 -1.2364 0.4632
H 1.0616 1.5987 0.3518
H 0.6323 0.8422 -1.2201
H -1.2997 2.0133 -0.4044
H -1.1630 1.4515 1.2723
H -3.0805 0.3764 0.1259
H -2.0966 -0.1636 -1.3071
H -2.5629 -1.8527 0.2916
*
```

**HOMO-LUMO gap**: 10.72 eV
**HOMO energy**: -10.42 eV
**SMILES string**: O=S(=O)(F)N(F)CCCO
**Molar mass**: 175.2 u

***

ORCA calculation (ωB97M-V with the def2-TZVPD basis set) on 2 unconnected molecules or ions with the total composition C9H12I2O2Si in a non-equilibrium geometry.

Structure (ORCA input):
```
! wB97M-V def2-TZVPD RIJCOSX def2/J DEFGRID3
* xyz 0 1
C 0.3859 -4.2018 -0.3797
C -0.8775 -3.6508 -0.3641
C 1.5395 -3.4361 -0.1547
C 0.1507 -1.4913 0.0616
C -0.9614 -2.3305 -0.0763
C 1.3990 -2.0416 0.0009
C 2.0889 2.8988 -0.4616
C -2.3316 2.2481 -1.3097
C -0.3237 1.3797 2.3941
O 0.7732 2.5517 -0.2344
O -1.7734 1.9444 -0.0365
Si -0.2526 1.5355 0.4570
I -2.8880 -1.4530 0.0967
I 3.1823 -0.8290 0.0149
H 0.4390 -5.2697 -0.6829
H -1.7941 -4.2587 -0.4273
H 2.4645 -3.9003 -0.2889
H 2.6425 2.3726 0.2946
H 2.2860 4.0268 -0.5301
H 2.5382 2.5907 -1.4896
H -3.4478 2.2749 -1.2236
H -1.8583 1.6152 -2.0483
H -2.1539 3.2463 -1.6847
H -1.1523 0.5878 2.6195
H 0.7034 1.1763 2.8395
H -0.7784 2.4140 2.6136
*
```

**ΔE to the lowest compared entry with this formula, charge and spin**: 3.767 eV
**HOMO-LUMO gap (alpha / beta)**: 7.58 / 7.58 eV
**HOMO energy (alpha / beta)**: -8.04 / -8.04 eV
**Molar mass**: 434.1 u

***

ORCA calculation (ωB97M-V with the def2-TZVPD basis set) on 6 unconnected molecules or ions with the total composition C24H49IN6O8 in a non-equilibrium geometry.

Structure (ORCA input):
```
! wB97M-V def2-TZVPD RIJCOSX def2/J DEFGRID3
* xyz 0 1
C -3.3869 -4.9471 2.1794
C -2.7567 -5.8473 1.1249
I -2.1720 -7.7047 2.0575
C -1.5824 -5.2978 0.2713
C -0.8059 -4.0583 0.7400
C 0.4295 -3.9353 -0.2077
C 1.5818 -4.9078 -0.0261
O 2.6369 -4.7341 -0.5689
O 1.3885 -5.9591 0.8393
C -0.2685 -4.0363 2.1999
N -0.7607 -2.7896 2.8365
C -1.2731 -1.9397 1.8397
O -1.4444 -0.7483 1.9635
C -1.5912 -2.7418 0.5911
H -2.7105 -4.7208 3.0065
H -3.7606 -4.0209 1.7331
H -4.2482 -5.4592 2.6194
H -3.5518 -6.1495 0.4405
H -1.9965 -5.0485 -0.7156
H -0.8897 -6.1193 0.1011
H 0.8677 -2.9342 -0.1271
H 0.0967 -4.0548 -1.2470
H 1.3381 -6.7986 0.3598
H -0.5740 -4.8796 2.8196
H 0.8206 -3.9707 2.2028
H -1.4316 -2.9075 3.5839
H -1.2800 -2.1912 -0.3033
H -2.6674 -2.8705 0.4660
C -2.7008 -0.2751 -2.4449
O -3.5760 -1.1293 -2.4252
N -2.5187 0.6417 -1.4778
C -1.4468 1.6166 -1.5422
C -3.4133 0.6396 -0.3338
H -1.9715 -0.1921 -3.2641
H -0.7796 1.5074 -0.6849
H -1.8509 2.6316 -1.5378
H -0.8782 1.4681 -2.4587
H -3.3652 -0.3262 0.1671
H -4.4440 0.8130 -0.6466
H -3.1061 1.4145 0.3633
C 0.2126 3.3975 4.5404
O -0.5963 3.7981 3.7243
N 0.3709 2.1124 4.9003
C 1.3525 1.7003 5.8835
C -0.4746 1.1023 4.2773
H 0.9029 4.0798 5.0683
H 2.0663 1.0024 5.4396
H 0.8758 1.2097 6.7310
H 1.8937 2.5751 6.2432
H -0.3394 1.1034 3.2000
H -1.5237 1.3158 4.4843
H -0.2168 0.1229 4.6714
C -1.8796 1.4734 -5.4900
O -0.9006 0.9359 -4.9994
N -1.8702 2.6749 -6.0869
C -3.0686 3.2589 -6.6510
C -0.6139 3.4096 -6.1688
H -2.8766 0.9999 -5.4787
H -2.9431 3.4343 -7.7214
H -3.2971 4.2104 -6.1669
H -3.9091 2.5833 -6.5045
H 0.1329 2.8331 -6.7085
H -0.2303 3.6087 -5.1678
H -0.7777 4.3488 -6.6887
C 3.2535 1.1140 8.6051
O 2.3895 0.2596 8.6120
N 3.4733 1.9830 9.6102
C 4.5201 2.9817 9.5524
C 2.6241 1.9051 10.7873
H 3.9461 1.2499 7.7563
H 5.2328 2.8411 10.3674
H 4.0995 3.9866 9.6258
H 5.0528 2.8965 8.6074
H 2.7067 0.9226 11.2521
H 1.5801 2.0609 10.5151
H 2.9306 2.6689 11.4976
C 1.9380 3.5716 -9.3801
O 1.7653 4.0137 -8.2603
N 2.8837 2.6694 -9.7006
C 3.0510 2.1710 -11.0495
C 3.7600 2.1848 -8.6462
H 1.3197 3.8776 -10.2410
H 2.9096 1.0889 -11.0811
H 4.0490 2.4040 -11.4258
H 2.3162 2.6363 -11.7035
H 3.1795 1.7045 -7.8585
H 4.3119 3.0122 -8.2000
H 4.4600 1.4679 -9.0678
*
```

**HOMO-LUMO gap**: 9.23 eV
**HOMO energy**: -8.75 eV
**SMILES string**: C[C@H](I)C[C@]1(CC(=O)O)CNC(=O)C1.CN(C)C=O.CN(C)C=O.CN(C)C=O.CN(C)C=O.CN(C)C=O
**Molar mass**: 676.6 u